Entry 1:
{"formula": "C21H39IN4OS", "method": "ωB97M-V/def2-TZVPD", "symbols": ["O", "C", "C", "C", "C", "C", "C", "I", "C", "C", "N", "S", "N", "C", "H", "H", "H", "H", "H", "H", "H", "H", "H", "C", "C", "N", "C", "C", "C", "C", "H", "H", "H", "H", "H", "H", "H", "H", "H", "H", "H", "H", "H", "H", "H", "C", "C", "N", "C", "C", "C", "C", "H", "H", "H", "H", "H", "H", "H", "H", "H", "H", "H", "H", "H", "H", "H"], "coordinates": [[7.7583, -2.5916, 1.0136], [8.7848, -2.1648, 0.0848], [8.1454, -2.2147, -1.3624], [7.1108, -1.0555, -1.6292], [5.6817, -1.2850, -1.0406], [4.9931, -0.1128, -0.4818], [3.5814, -0.2600, 0.0847], [2.5088, 1.4331, 0.9340], [2.8470, -1.5152, 0.1068], [3.5131, -2.7429, -0.4576], [2.9676, -4.0077, -0.5214], [4.1759, -4.9130, -1.2544], [5.3735, -3.7833, -1.5291], [4.9245, -2.5762, -1.0214], [7.7569, -1.9682, 1.7588], [9.1013, -1.0920, 0.2635], [9.6657, -2.8759, 0.0866], [8.9817, -2.0841, -2.1214], [7.7503, -3.2519, -1.5219], [7.0461, -0.7690, -2.7225], [7.5221, -0.1343, -1.1069], [5.4310, 0.9120, -0.4647], [1.8052, -1.6295, 0.4976], [-4.3930, -1.1491, 2.6693], [-2.8906, -1.3672, 2.7942], [-2.0993, -0.3991, 2.0509], [-0.6965, -0.7734, 1.9235], [0.1376, -0.8540, 3.2028], [-2.3422, 1.0053, 2.3584], [-2.1568, 1.4587, 3.8081], [-4.7019, -1.1207, 1.6216], [-4.9283, -1.9693, 3.1537], [-4.7133, -0.2230, 3.1517], [-2.6791, -2.3673, 2.4016], [-2.6211, -1.3864, 3.8594], [-0.2042, -0.0889, 1.2241], [-0.6541, -1.7531, 1.4315], [0.3782, 0.1345, 3.5931], [1.0897, -1.3491, 2.9882], [-0.3576, -1.4302, 3.9868], [-3.3669, 1.2482, 2.0580], [-1.7206, 1.6329, 1.7117], [-2.6172, 0.7744, 4.5234], [-2.6265, 2.4365, 3.9478], [-1.1041, 1.5747, 4.0655], [-2.6478, 0.5668, -1.0705], [-3.9710, 1.3102, -1.1877], [-3.8445, 2.6381, -1.7703], [-5.0415, 3.4556, -1.6111], [-6.3191, 2.9900, -2.3113], [-3.2104, 2.7075, -3.0794], [-3.8329, 1.8964, -4.2180], [-1.9098, 1.1573, -0.5237], [-2.7952, -0.3683, -0.5270], [-2.2342, 0.3124, -2.0495], [-4.3726, 1.4095, -0.1735], [-4.6821, 0.6843, -1.7451], [-4.8210, 4.4811, -1.9252], [-5.2538, 3.5326, -0.5385], [-6.2774, 3.1600, -3.3868], [-7.1717, 3.5621, -1.9336], [-6.5317, 1.9345, -2.1309], [-2.1686, 2.3894, -2.9700], [-3.1378, 3.7545, -3.3913], [-4.0875, 0.8784, -3.9167], [-3.1204, 1.8202, -5.0443], [-4.7274, 2.3756, -4.6159]], "atomic_forces_ev_per_a": [[0.8, 0.8, 0.0], [-0.6, 0.1, -1.4], [0.9, 0.1, -0.2], [-0.2, -0.1, 0.6], [-1.9, 2.2, 1.2], [-1.1, -3.0, -0.2], [-0.2, -2.7, -0.5], [1.0, -0.9, -0.6], [2.0, 0.8, -0.7], [0.5, 1.4, 0.1], [2.9, 1.8, -0.8], [0.1, 2.0, 0.3], [-2.0, 1.0, 1.3], [-0.8, -1.3, -0.2], [0.0, -0.4, -0.3], [-0.1, -1.2, 0.1], [-0.9, 0.9, 0.3], [-0.8, -0.1, 0.9], [0.1, 1.1, 0.1], [0.0, -0.6, 1.1], [-0.5, -0.9, -0.6], [-0.2, -1.2, -0.1], [1.2, 0.4, -0.3], [0.0, 0.1, 0.0], [-0.1, 0.1, 0.0], [0.3, 0.0, -0.2], [0.0, -0.2, -0.1], [0.2, 0.0, 0.0], [-0.3, 0.0, 0.0], [0.1, 0.2, 0.1], [0.1, 0.0, 0.0], [0.1, 0.0, 0.0], [0.0, 0.0, 0.0], [0.2, 0.1, 0.0], [0.0, -0.1, 0.1], [-0.2, 0.1, 0.1], [-0.2, 0.0, 0.1], [0.0, 0.0, 0.0], [0.0, 0.0, 0.0], [0.0, 0.0, 0.0], [0.0, -0.1, 0.0], [0.1, -0.2, 0.0], [0.0, 0.0, 0.0], [0.0, -0.1, 0.0], [0.0, -0.1, 0.1], [0.0, -0.1, -0.2], [0.2, -0.1, 0.0], [-0.1, 0.4, 0.1], [0.0, 0.0, 0.2], [-0.2, 0.1, -0.1], [0.3, -0.2, 0.0], [0.0, 0.0, -0.2], [0.0, 0.0, -0.1], [0.0, 0.1, 0.0], [0.0, 0.1, 0.0], [-0.1, 0.2, -0.1], [0.0, -0.1, 0.0], [0.1, -0.1, -0.1], [0.1, -0.1, 0.0], [0.0, -0.1, 0.0], [0.0, 0.0, 0.0], [0.0, 0.0, 0.0], [-0.1, -0.1, 0.1], [-0.2, 0.0, 0.2], [0.0, 0.0, 0.0], [0.0, 0.0, 0.1], [0.0, -0.1, 0.0]], "e_tot_ha": -1813.6018, "max_force_ev_per_a": 3.55, "lumo_ha": -0.03457}


Entry 2:
{"formula": "C21H40BrCl3F5KMgN3O17PS", "method": "ωB97M-V/def2-TZVPD", "symbols": ["N", "C", "C", "C", "C", "C", "O", "P", "O", "O", "C", "C", "C", "N", "O", "O", "C", "C", "O", "Cl", "H", "H", "H", "H", "H", "H", "H", "H", "H", "H", "H", "H", "H", "H", "H", "H", "H", "H", "H", "H", "Mg", "Cl", "C", "C", "Cl", "H", "H", "H", "H", "Br", "C", "C", "O", "C", "O", "O", "F", "H", "H", "H", "O", "H", "K", "F", "C", "C", "C", "O", "C", "N", "H", "H", "H", "H", "H", "H", "H", "H", "H", "H", "H", "H", "C", "F", "F", "F", "S", "O", "O", "O", "C", "O", "O", "O"], "coordinates": [[8.9950, -0.5440, -0.7265], [7.5703, -0.7255, -0.3523], [6.6603, -0.2337, -1.5093], [5.1982, -0.7502, -1.4077], [4.3526, 0.3200, -0.7146], [2.9440, -0.1845, -0.3143], [1.9754, 0.6840, -0.9691], [0.5660, 0.7259, -0.2622], [0.5947, 0.5265, 1.1834], [-0.5631, -0.2161, -0.9208], [-0.2829, -1.6534, -0.9354], [-1.0929, -2.2562, -2.1354], [-2.4944, -2.7632, -1.7278], [-2.7612, -3.1037, -0.3552], [-3.3505, -2.8916, -2.5613], [0.0217, 2.2269, -0.5753], [-1.3686, 2.3179, -0.3250], [-2.2269, 2.2148, -1.5838], [-3.3920, 2.5030, -1.5451], [-1.5114, 1.6976, -3.1209], [9.1016, -1.0145, -1.6197], [9.0981, 0.4401, -0.9556], [7.3789, -0.0937, 0.5138], [7.3655, -1.7760, -0.1553], [7.1112, -0.4661, -2.4768], [6.6493, 0.8605, -1.4270], [4.8567, -0.9449, -2.4251], [5.2210, -1.6915, -0.8549], [4.8756, 0.6334, 0.1928], [4.2662, 1.1844, -1.3738], [2.8854, -1.2235, -0.6389], [2.8891, -0.1500, 0.7694], [0.7993, -1.9000, -1.0775], [-0.5943, -2.0600, 0.0163], [-0.5004, -3.0173, -2.6526], [-1.2368, -1.4370, -2.8445], [-1.9299, -3.5753, 0.0419], [-2.9060, -2.2616, 0.1945], [-1.6951, 1.5722, 0.4040], [-1.6107, 3.2861, 0.1181], [1.1015, -1.0947, -3.0416], [2.6456, -3.9431, -0.7805], [2.3495, -5.0562, 0.6430], [0.9891, -5.6956, 0.5630], [-0.3241, -4.4934, 0.8160], [2.4831, -4.4820, 1.5417], [3.1194, -5.8131, 0.6102], [0.8899, -6.4472, 1.3405], [0.8253, -6.1745, -0.3930], [3.4258, -5.9293, 3.1511], [0.7951, -9.9412, -2.0000], [1.8133, -8.8676, -1.7408], [2.2725, -9.2036, -0.4216], [2.1416, -10.5076, -0.2744], [2.6708, -11.1494, 0.6029], [1.3444, -11.0614, -1.2358], [1.2726, -7.6500, -1.7311], [-0.2149, -9.6893, -1.5867], [0.7128, -10.1888, -3.0581], [2.6662, -8.8667, -2.4266], [-6.3195, -3.6478, -2.5461], [-5.3796, -3.7232, -2.3298], [1.2434, -12.9832, 0.3408], [-0.9367, -8.5772, -0.6110], [-3.2890, 8.2200, 1.6723], [-3.7788, 6.8450, 1.2640], [-3.6188, 5.7839, 2.3508], [-2.2615, 5.3988, 2.4677], [-1.5298, 6.0704, 3.5064], [-2.9567, 6.3836, 0.0912], [-2.2022, 8.2683, 1.7537], [-3.5902, 8.9703, 0.9388], [-3.7133, 8.5135, 2.6320], [-4.8153, 6.9029, 0.9315], [-4.1627, 4.8835, 2.0454], [-4.0439, 6.1097, 3.2998], [-2.1792, 6.4049, 4.3147], [-0.9899, 6.9229, 3.0925], [-0.7994, 5.3681, 3.9022], [-2.8066, 7.1139, -0.6034], [-3.3720, 5.5683, -0.3693], [-2.0448, 6.0723, 0.4547], [-5.1547, 11.4355, 4.4110], [-5.6407, 10.3735, 3.7283], [-5.6891, 12.5301, 3.8516], [-5.6492, 11.3540, 5.6531], [-3.3112, 11.4759, 4.3970], [-2.9672, 11.5515, 2.9887], [-2.9242, 10.2239, 5.0211], [-2.9752, 12.6481, 5.1659], [-4.2360, -5.0663, -4.3675], [-4.4193, -4.2402, -5.2654], [-5.1356, -5.4251, -3.4882], [-3.1897, -5.7347, -4.1632]], "atomic_forces_ev_per_a": [[-0.4, -0.1, 0.2], [0.2, 0.6, -1.4], [-0.4, -0.1, 0.8], [1.1, 0.7, -0.2], [-0.4, -0.6, 0.1], [2.2, 0.3, -0.2], [-0.9, -0.4, 0.3], [-0.8, 0.5, 1.5], [0.3, -0.3, 0.4], [1.4, 0.4, -0.5], [-0.5, -0.8, -0.7], [0.1, 0.6, 1.4], [-0.8, -0.5, -0.2], [0.8, 0.0, -0.2], [0.7, 0.5, 0.3], [-0.2, -0.9, -0.6], [0.2, 0.1, -0.4], [-1.2, 0.1, -0.3], [0.8, 0.0, 0.1], [0.0, 0.3, 0.7], [0.2, -0.1, 0.0], [0.2, 0.0, 0.1], [-0.1, -0.4, 0.3], [0.1, 0.0, 0.3], [0.0, -0.2, 0.1], [0.0, 0.0, -0.3], [-0.4, -0.1, 0.2], [-0.3, 0.0, 0.0], [0.0, 0.1, -0.1], [-0.1, 0.0, 0.1], [-0.6, 0.1, -0.1], [-0.7, 0.1, 0.0], [-0.6, 0.4, 0.6], [0.2, 0.0, 0.0], [-0.3, -0.3, 0.2], [-0.3, -0.2, -0.1], [-1.0, 0.4, -0.4], [-0.3, 0.0, 0.0], [-0.1, -0.1, -0.2], [0.2, 0.1, -0.1], [1.1, 0.3, -1.6], [-0.1, 0.0, -0.2], [-0.6, 0.2, -0.5], [0.4, -0.1, -0.2], [0.6, -0.4, 0.4], [0.0, 0.3, -0.1], [0.1, 0.0, -0.2], [0.0, 0.1, 0.1], [-0.3, 0.2, 0.1], [0.5, -0.5, 1.2], [-0.9, -0.3, -1.0], [-0.8, 0.3, 0.0], [0.5, -0.5, -0.2], [0.0, 1.1, -0.3], [0.2, 0.2, 0.0], [0.9, 0.3, 0.5], [0.5, 0.0, -0.2], [0.2, 0.9, 0.5], [0.4, -0.4, 0.1], [0.1, 0.1, 0.2], [0.7, -1.4, -0.9], [0.0, 0.3, 0.1], [-0.9, -1.2, 0.3], [0.1, -0.7, 0.2], [0.0, 0.3, -0.2], [-0.1, 0.6, 0.6], [0.1, -0.7, -0.5], [-0.2, 0.3, 0.2], [0.4, 0.0, -0.1], [0.1, -0.6, -0.2], [0.0, -0.1, 0.1], [0.0, 0.1, 0.1], [0.1, 0.1, 0.0], [0.0, -0.1, 0.0], [0.0, 0.0, 0.0], [0.0, 0.2, -0.1], [-0.1, 0.0, -0.1], [-0.1, 0.1, 0.1], [-0.1, -0.1, 0.0], [-0.1, 0.1, 0.1], [0.0, 0.0, -0.1], [-0.1, 0.1, 0.2], [-0.3, 0.1, 0.0], [0.1, -0.1, -0.1], [0.1, 0.0, -0.1], [0.1, -0.1, 0.1], [1.4, -0.1, 0.0], [-0.5, -0.1, -0.2], [-0.5, -0.3, -0.1], [-0.4, 0.2, 0.0], [0.7, 0.9, -1.3], [-0.3, 0.0, 0.3], [-0.8, 0.7, 1.3], [-0.4, -0.4, 0.3]], "e_tot_ha": -8260.8825, "charge": -2, "max_force_ev_per_a": 2.22, "lumo_ha": 0.04017}


Entry 3:
{"formula": "C21H40FN3O6PS", "method": "ωB97M-V/def2-TZVPD", "symbols": ["C", "C", "C", "C", "C", "C", "C", "C", "C", "C", "N", "C", "C", "F", "C", "C", "N", "C", "C", "C", "C", "S", "O", "O", "O", "P", "O", "O", "H", "H", "H", "H", "H", "H", "H", "H", "H", "H", "H", "H", "H", "H", "H", "H", "H", "H", "H", "H", "H", "H", "H", "H", "H", "H", "H", "H", "H", "H", "H", "H", "C", "C", "O", "N", "C", "H", "H", "H", "H", "H", "H", "H", "H"], "coordinates": [[-3.3726, 5.8331, 4.3506], [-2.3641, 4.5604, 3.9501], [-1.0398, 5.1151, 3.1575], [0.4003, 4.5710, 3.8112], [1.3943, 3.9328, 2.6265], [2.1702, 2.6727, 3.3281], [3.0629, 1.7468, 2.2988], [2.2738, 1.1839, 0.9930], [1.6911, -0.3697, 1.1261], [2.8394, -1.4147, 1.7611], [3.8734, -1.8755, 2.4257], [1.5038, -0.8912, -0.4142], [0.4283, -0.0565, -1.3269], [1.3513, -2.3897, -0.5408], [0.4066, -0.5168, 2.1203], [1.0988, -0.6774, 3.6438], [1.6478, -0.7923, 4.8248], [-0.4847, -1.8818, 1.9640], [-1.8133, -1.7705, 1.0244], [-2.0092, -3.0387, -0.0357], [-3.0514, -2.5572, -1.2473], [-2.6621, -3.5144, -2.8531], [-1.2747, -3.1554, -3.4486], [-2.7335, -5.0504, -2.6638], [-3.8447, -3.0847, -4.0480], [-0.7133, 1.0154, 2.2920], [-1.2313, 1.6919, 0.7869], [-2.1128, 0.7336, 3.2903], [-3.0702, 6.8200, 3.7538], [-3.3589, 6.0037, 5.5113], [-4.4769, 5.5887, 3.9930], [-2.1404, 3.8781, 4.8744], [-2.9956, 3.8975, 3.1947], [-1.1593, 4.8166, 2.0211], [-1.0040, 6.2926, 3.3008], [0.0722, 3.7053, 4.5640], [0.9354, 5.4118, 4.4392], [0.6771, 3.6542, 1.7451], [2.1466, 4.8051, 2.3552], [2.9550, 3.1500, 4.0910], [1.4112, 2.0740, 3.9880], [3.9167, 2.4744, 1.8871], [3.6190, 0.9577, 2.9570], [1.4504, 1.9523, 0.6277], [3.0708, 1.1510, 0.1043], [2.5618, -0.6913, -0.9368], [0.4500, 1.1189, -1.1186], [0.8153, -0.1547, -2.4529], [-0.6609, -0.4996, -1.3409], [-0.8796, -2.1337, 3.0636], [0.1526, -2.8465, 1.6650], [-1.9275, -0.7900, 0.4027], [-2.7725, -1.8213, 1.7336], [-2.4722, -3.9383, 0.5588], [-1.0127, -3.3775, -0.5469], [-2.9009, -1.4156, -1.5233], [-4.1926, -2.7003, -0.9278], [-4.1049, -2.1350, -3.8608], [-2.2508, 1.7096, 0.7169], [-1.9016, 0.9868, 4.2389], [3.3208, -3.8566, -7.3398], [2.1798, -2.9092, -7.1337], [2.1919, -1.7207, -7.3791], [0.9023, -3.3300, -6.7034], [0.8475, -4.2639, -5.5718], [4.2496, -3.2887, -7.4382], [3.4243, -4.5284, -6.4843], [3.1505, -4.4363, -8.2495], [0.4550, -3.7457, -7.5259], [0.4168, -2.4390, -6.5349], [1.2045, -5.2423, -5.9030], [-0.1946, -4.3340, -5.2520], [1.4645, -3.8689, -4.7602]], "atomic_forces_ev_per_a": [[-0.2, -0.3, -0.4], [-1.1, 0.5, -0.9], [0.5, 0.4, 1.0], [-0.9, -0.8, -0.4], [-0.4, 0.6, 1.8], [0.7, 0.7, 0.1], [0.4, 1.4, 0.5], [1.2, -0.2, -0.4], [0.7, -1.1, -0.4], [7.6, -1.4, 4.9], [-9.7, 4.0, -6.4], [1.1, 0.4, -1.1], [0.4, -0.2, -1.4], [-0.2, 3.3, 0.4], [0.1, -3.3, 1.0], [3.3, -0.2, 7.8], [-5.3, 1.1, -11.0], [-0.2, -1.6, 0.9], [-1.3, -0.6, -0.2], [-0.1, 0.2, -0.2], [-0.5, 0.8, 0.9], [3.1, -4.6, -2.1], [-4.5, 0.1, 2.0], [-0.7, 5.8, -0.3], [1.4, 0.8, 2.7], [0.6, 4.0, 2.2], [-2.4, -2.0, 1.3], [1.4, -0.7, -1.0], [-0.5, -2.2, 1.5], [-0.1, -0.1, -2.4], [2.3, 0.5, 1.0], [-0.2, 1.5, -1.7], [1.4, 1.2, 1.6], [0.5, 0.8, 2.3], [-0.3, -2.5, -0.7], [1.0, 1.8, -1.6], [-1.1, -1.7, -1.4], [1.7, 0.4, 1.5], [-1.5, -2.0, 0.1], [-1.7, -1.1, -1.6], [1.5, 1.0, -1.5], [-1.9, -1.6, 0.8], [-1.2, 1.1, -1.6], [1.5, -1.8, 1.0], [-1.7, -0.1, 1.9], [-2.3, -0.6, 1.4], [-0.2, -2.9, -0.1], [-0.9, 0.1, 2.4], [2.3, 1.0, 0.4], [0.9, 0.7, -2.5], [-1.2, 2.3, 0.5], [0.6, -1.6, 1.3], [2.1, 0.3, -1.5], [0.9, 1.7, -1.4], [-1.8, 0.8, 1.1], [-0.1, -2.4, 0.5], [2.5, 0.0, -1.1], [0.3, -1.3, -0.4], [2.2, -0.1, 0.1], [0.0, -0.2, -1.8], [-0.1, 0.0, 0.5], [2.7, 3.3, -1.6], [0.6, -1.3, 0.3], [-2.0, -0.8, -0.1], [-0.3, -0.8, 0.9], [-0.3, 0.0, -0.1], [0.0, -0.1, -0.2], [0.0, -0.1, 0.0], [-0.3, -0.1, 0.1], [-0.2, -0.2, 0.2], [0.0, 0.2, 0.1], [0.2, 0.0, 0.2], [-0.2, -0.1, -0.1]], "e_tot_ha": -2278.5460, "charge": 1, "max_force_ev_per_a": 12.32, "lumo_ha": -0.13779}